Computed, not measured: a molecular structure, C19H29N3O, with ωB97M-V/def2-TZVPD.

Structure (XYZ):
```
52
Properties=species:S:1:pos:R:3:lowdin_charge:R:1
C 4.11 2.50 1.27 -0.056
C 3.18 1.81 0.31 -0.194
C 2.26 2.69 -0.38 -0.021
C 1.23 1.97 -1.22 0.032
C 1.15 0.45 -1.45 0.062
C 1.97 -0.27 -0.54 -0.260
C 2.94 0.31 0.34 -0.145
C 4.13 -0.34 0.65 -0.077
H 3.94 -0.53 1.74 0.126
H 5.13 0.13 0.66 0.120
H 4.20 -1.11 0.27 -0.055
N 1.88 -1.49 -0.78 -0.083
C 1.94 -2.53 0.44 0.000
H 2.82 -2.92 0.68 0.065
C 0.64 -3.24 0.47 -0.152
N -0.52 -2.57 0.08 -0.056
C -1.21 -1.90 0.79 -0.471
O -1.14 -1.74 2.02 0.052
N -2.10 -0.92 0.01 0.115
H -2.55 -1.34 -0.70 0.041
C -3.25 -0.29 0.74 -0.312
C -2.69 1.03 1.65 -0.018
C -2.09 2.05 0.50 -0.169
C -3.31 2.42 -0.28 -0.203
C -3.86 1.33 -1.38 -0.019
C -4.25 0.17 -0.11 -0.174
H -5.12 0.41 0.50 0.125
H -4.73 -0.57 -0.63 0.068
H -4.78 1.43 -1.65 0.019
H -3.07 0.66 -1.71 0.085
H -3.99 2.98 0.10 0.028
H -2.92 3.06 -1.33 0.149
H -1.62 2.85 0.97 0.066
H -1.33 1.35 -0.18 0.149
H -3.35 1.34 2.14 -0.031
H -1.70 0.81 2.15 0.121
H -3.58 -0.93 1.45 0.102
C -0.24 -2.37 -1.21 -0.186
H -0.81 -1.47 -1.82 0.165
C 1.16 -2.09 -1.66 -0.235
H 1.81 -3.28 -1.74 0.213
H 1.29 -1.57 -2.44 0.057
H -0.71 -3.32 -1.97 0.202
H 0.32 -3.54 1.67 0.220
H 0.70 -4.12 0.02 0.076
H 2.06 -1.73 1.39 0.180
H 0.46 0.08 -1.90 -0.027
H 0.61 2.46 -1.71 -0.011
H 2.13 3.76 -0.35 0.083
H 3.67 3.61 1.36 0.133
H 5.07 2.49 0.68 0.110
H 4.14 2.07 2.11 -0.008
```

Values from the calculation:
Spin multiplicity = 1
Frontier orbital gap = 7.8 eV
Calculated total energy = -980.18405 a.u.
LUMO energy = 0.56 eV
Relative energy (zero: lowest compared OMol25 entry of this formula, charge and spin) = 20.773 eV
Highest occupied orbital energy = -7.3 eV


Computed, not measured: C19H29N3O3S in the gas phase, with ωB97M-V/def2-TZVPD.

Structure (XYZ):
```
55
Properties=species:S:1:pos:R:3:lowdin_charge:R:1
C -9.25 -1.00 -0.48 -0.095
C -8.09 -1.66 0.27 -0.217
C -6.89 -0.76 0.27 -0.254
C -6.73 0.20 1.26 -0.039
C -5.64 1.06 1.24 -0.039
C -4.70 0.98 0.23 -0.219
C -3.49 1.88 0.21 -0.127
N -2.27 1.12 0.40 0.076
C -1.33 0.99 -0.56 -0.479
O -1.40 1.56 -1.63 0.071
C -0.15 0.12 -0.14 -0.242
C 0.60 -0.41 -1.37 -0.124
C 1.83 -1.18 -0.94 -0.192
N 2.69 -0.33 -0.14 -0.228
S 4.20 -0.97 0.18 0.630
O 4.69 -1.55 -1.04 -0.266
O 4.18 -1.80 1.35 -0.268
N 4.98 0.45 0.58 -0.234
C 5.28 1.26 -0.60 -0.192
C 6.80 1.16 -0.85 -0.153
C 7.28 0.12 0.16 -0.165
C 6.24 0.24 1.28 -0.194
C 2.05 0.14 1.07 -0.207
C 0.82 0.97 0.70 -0.119
C -4.86 0.01 -0.76 -0.025
C -5.94 -0.84 -0.74 -0.032
H -9.52 -0.06 0.00 0.073
H -8.97 -0.79 -1.51 0.075
H -10.12 -1.65 -0.48 0.068
H -7.85 -2.61 -0.22 0.108
H -8.40 -1.88 1.29 0.109
H -7.46 0.27 2.05 0.113
H -5.54 1.80 2.02 0.108
H -3.39 2.37 -0.76 0.127
H -3.57 2.64 0.99 0.122
H -2.20 0.58 1.25 0.148
H -0.51 -0.72 0.46 0.150
H 0.89 0.44 -1.99 0.127
H -0.06 -1.06 -1.95 0.128
H 1.54 -2.07 -0.36 0.135
H 2.42 -1.51 -1.80 0.118
H 4.69 0.87 -1.43 0.105
H 4.97 2.29 -0.40 0.119
H 7.01 0.87 -1.87 0.109
H 7.27 2.12 -0.65 0.106
H 8.29 0.30 0.51 0.110
H 7.21 -0.88 -0.27 0.107
H 6.15 -0.65 1.90 0.111
H 6.43 1.11 1.91 0.127
H 1.76 -0.71 1.70 0.129
H 2.78 0.74 1.60 0.117
H 1.13 1.83 0.11 0.133
H 0.33 1.32 1.61 0.119
H -4.12 -0.05 -1.55 0.117
H -6.05 -1.58 -1.52 0.114
```

Values from the calculation:
Spin multiplicity = 1
Frontier orbital gap = 9.6 eV
Calculated total energy = -1529.60066 a.u.
LUMO energy = 0.69 eV
Relative energy (zero: lowest compared OMol25 entry of this formula, charge and spin) = 0.185 eV
Highest occupied orbital energy = -9.0 eV


Computed, not measured: C19H29N3OS in the gas phase, with ωB97M-V/def2-TZVPD.

Structure (XYZ):
```
53
Properties=species:S:1:pos:R:3:lowdin_charge:R:1
C 4.42 4.10 0.27 -0.055
C 4.39 2.61 0.12 -0.286
C 5.26 1.97 -0.75 -0.044
C 5.22 0.60 -0.92 -0.018
C 4.28 -0.16 -0.22 -0.268
N 4.26 -1.55 -0.41 0.036
C 3.25 -2.42 -0.07 -0.832
S 3.67 -3.88 0.58 0.644
N 1.98 -2.06 -0.33 -0.121
C 1.60 -1.14 -1.39 -0.130
C 0.50 -0.19 -0.93 -0.113
C -0.70 -1.00 -0.43 -0.331
N -1.82 -0.13 -0.08 -0.179
C -1.63 0.64 1.13 -0.075
C -3.11 -0.79 -0.11 -0.144
C -4.25 0.20 -0.38 -0.310
C -4.99 0.72 0.88 -0.138
C -6.40 0.15 0.74 -0.152
C -6.51 -0.04 -0.77 -0.208
O -5.23 -0.47 -1.17 -0.108
C -0.23 -1.96 0.67 -0.112
C 0.88 -2.87 0.13 -0.189
C 3.42 0.47 0.67 -0.031
C 3.48 1.84 0.83 -0.038
H 3.69 4.57 -0.39 0.083
H 5.40 4.50 0.03 0.075
H 4.17 4.39 1.29 0.077
H 5.99 2.55 -1.30 0.112
H 5.90 0.11 -1.59 0.114
H 5.17 -2.00 -0.43 0.118
H 2.47 -0.58 -1.73 0.118
H 1.23 -1.74 -2.24 0.136
H 0.19 0.44 -1.76 0.126
H 0.89 0.44 -0.14 0.088
H -1.05 -1.61 -1.28 0.146
H -2.35 1.46 1.13 0.082
H -0.64 1.07 1.14 0.079
H -1.78 0.05 2.04 0.093
H -3.32 -1.35 0.81 0.129
H -3.12 -1.50 -0.94 0.128
H -3.84 1.04 -0.96 0.150
H -5.02 1.81 0.87 0.112
H -4.50 0.40 1.79 0.102
H -6.46 -0.82 1.24 0.113
H -7.17 0.81 1.14 0.109
H -6.77 0.91 -1.26 0.123
H -7.22 -0.81 -1.07 0.122
H 0.15 -1.40 1.52 0.117
H -1.06 -2.58 1.01 0.120
H 1.25 -3.53 0.91 0.063
H 0.49 -3.48 -0.69 0.136
H 2.74 -0.12 1.26 0.115
H 2.81 2.32 1.53 0.114
```

Values from the calculation:
Spin multiplicity = 1
Frontier orbital gap = 8.6 eV
Calculated total energy = -1379.08714 a.u.
LUMO energy = 0.70 eV
Relative energy (zero: lowest compared OMol25 entry of this formula, charge and spin) = 1.830 eV
Highest occupied orbital energy = -7.9 eV


Computed, not measured: a molecular structure, C19H29N5O3PdS, with ωB97M-V/def2-TZVPD.

Structure (XYZ):
```
58
Properties=species:S:1:pos:R:3:lowdin_charge:R:1
Pd 0.04 -1.05 -1.09 0.963
N -0.77 -0.99 1.16 0.027
C 0.40 -0.86 2.04 -0.300
C 0.57 -2.12 2.89 -0.141
C -0.27 -2.18 4.17 -0.163
C 0.42 -1.47 5.34 -0.144
N 0.42 0.00 5.31 0.102
C -0.56 0.78 5.74 -0.427
N -0.43 2.11 5.70 0.215
N -1.70 0.24 6.18 0.226
C 1.70 -0.61 1.29 -0.598
O 2.65 -0.23 1.93 0.088
O 1.75 -0.87 0.00 -0.137
H -1.30 -0.13 1.08 0.086
H -1.40 -1.73 1.43 0.086
H 0.31 0.02 2.68 0.138
H 1.62 -2.21 3.18 0.124
H 0.36 -2.99 2.25 0.121
H -0.39 -3.22 4.49 0.125
H -1.28 -1.79 4.00 0.113
H 1.47 -1.75 5.35 0.137
H 0.02 -1.80 6.30 0.126
H 1.27 0.45 5.01 0.166
H 0.44 2.53 5.44 0.136
H -1.13 2.71 6.10 0.134
H -1.78 -0.75 6.31 0.118
H -2.41 0.82 6.60 0.138
C -0.20 2.80 -2.97 -0.210
S 0.60 1.44 -2.17 1.013
O -0.16 1.16 -0.85 -0.568
C -0.10 0.11 -3.15 -0.484
C -1.46 -0.19 -2.92 -0.132
C -2.07 -1.18 -3.71 -0.052
C -1.34 -1.82 -4.70 -0.050
C 0.01 -1.52 -4.90 -0.051
C 0.64 -0.56 -4.12 -0.071
H -1.28 2.66 -2.93 0.071
H 0.16 2.84 -4.00 0.082
H 0.09 3.71 -2.44 0.071
H -2.04 0.41 -2.24 0.112
H -3.11 -1.40 -3.57 0.124
H -1.82 -2.56 -5.32 0.123
H 0.57 -2.03 -5.67 0.125
H 1.68 -0.31 -4.27 0.126
N 0.73 -2.95 -1.30 0.024
C 0.05 -3.83 -2.23 -0.294
C -1.27 -4.16 -2.00 -0.047
C -1.92 -5.03 -2.87 -0.057
C -1.24 -5.55 -3.97 -0.057
C 0.09 -5.20 -4.19 -0.054
C 0.74 -4.34 -3.32 -0.035
H 1.72 -2.84 -1.52 0.122
H 0.67 -3.32 -0.35 0.116
H -1.80 -3.76 -1.14 0.112
H -2.95 -5.31 -2.69 0.117
H -1.74 -6.23 -4.65 0.118
H 0.62 -5.61 -5.04 0.120
H 1.78 -4.08 -3.47 0.126
```

Values from the calculation:
Spin multiplicity = 1
Frontier orbital gap (alpha / beta) = 7.2 / 7.1 eV
Calculated total energy = -1766.46989 a.u.
LUMO energy (alpha / beta) = -6.51 / -6.56 eV
Relative energy (zero: lowest compared OMol25 entry of this formula, charge and spin) = 1.578 eV
Highest occupied orbital energy (alpha / beta) = -13.7 / -13.7 eV
Charge = +2


What did we get for max |F|? Answer: 17.43 1.15 0.60 1.40 eV/A, in the order shown.